133
Properties=species:S:1:pos:R:3:forces:R:3 method="wB97M-V/def2-TZVPD" largest_force_ev_per_a=0.842 relative_energy_kcal_mol=47.7 orbital_gap_ha=0.2346 homo_energy_ev=-7.45
Pb -1.5747 -1.3369 0.7690 0.176 0.317 0.625
C 3.4344 -1.2564 0.5260 -0.078 0.147 0.026
C 2.6298 -0.0874 0.0639 0.310 0.239 -0.098
C 2.9734 0.6736 -1.0027 -0.044 0.137 0.440
C 2.1222 1.7454 -1.3982 0.077 -0.150 0.024
N 0.9385 1.8883 -0.8896 -0.257 0.318 -0.249
N 0.5536 1.1111 0.1420 0.681 -0.484 0.100
B -0.8702 1.2569 0.6393 -0.330 -0.583 -0.223
N -0.8727 1.8494 2.0948 -0.160 0.339 0.586
N -0.0072 2.8531 2.0837 0.305 -0.078 -0.227
C 0.3177 3.4830 3.1791 -0.010 -0.066 0.250
C -0.1558 3.0141 4.4173 -0.069 -0.131 -0.206
C -1.1352 2.0570 4.4370 0.035 0.024 0.000
C -1.6797 1.5609 5.7429 -0.003 0.000 0.027
C -1.5803 1.5235 3.1940 0.250 0.138 -0.159
S -3.0578 0.6379 3.0876 -0.230 -0.358 0.003
C 1.1734 4.7295 3.0473 0.033 0.077 -0.115
C 2.3846 4.6481 3.9827 -0.096 -0.068 -0.038
C 1.6489 4.8945 1.6024 -0.039 -0.091 0.113
C 0.2879 5.9249 3.4361 0.033 -0.079 -0.004
N -1.7899 2.0293 -0.2975 -0.322 -0.403 -0.396
N -1.5063 3.3413 -0.4569 0.250 0.392 0.340
C -2.1217 4.0354 -1.3567 -0.171 -0.097 -0.206
C -2.9302 3.3807 -2.3417 0.012 -0.270 0.149
C -3.3541 2.1178 -2.1032 0.164 0.282 -0.178
C -4.2727 1.3643 -3.0107 0.034 0.027 -0.010
C -2.9196 1.4950 -0.8740 -0.206 -0.106 0.463
S -3.8172 0.2969 -0.1598 -0.400 0.299 -0.518
C -2.0168 5.5583 -1.2837 0.138 0.148 0.094
C -2.2478 5.9731 0.1768 0.017 -0.025 -0.095
C -0.6390 6.0487 -1.7401 -0.174 -0.008 0.040
C -3.0902 6.2257 -2.1516 0.092 -0.097 0.058
C 1.4224 0.2501 0.7653 -0.152 0.280 0.160
S 1.0603 -0.3999 2.2566 0.265 -0.240 0.115
C 2.6113 2.7714 -2.4075 -0.052 0.052 -0.128
C 2.8884 2.1101 -3.7626 -0.052 -0.026 0.082
C 1.5813 3.8834 -2.5776 0.179 -0.233 0.095
C 3.9164 3.3749 -1.8599 -0.084 -0.029 -0.041
H 4.2819 -1.4283 -0.1371 -0.027 0.040 -0.026
H 2.8006 -2.1467 0.5471 0.023 0.026 -0.025
H 3.7938 -1.0955 1.5423 0.019 -0.021 0.027
H 3.8765 0.4614 -1.5597 0.029 0.015 0.022
H 0.2428 3.4006 5.3461 -0.073 0.099 0.001
H -1.7659 2.3755 6.4608 0.031 0.007 -0.007
H -0.9922 0.8180 6.1542 -0.023 -0.012 0.008
H -2.6482 1.0902 5.6136 -0.022 -0.008 0.023
H 2.9833 3.7638 3.7579 0.030 0.011 0.023
H 2.0835 4.6076 5.0306 0.052 0.011 0.014
H 3.0096 5.5313 3.8475 0.005 0.010 0.019
H 2.3438 4.0947 1.3426 0.003 -0.014 -0.089
H 2.1547 5.8543 1.4856 0.006 -0.003 0.027
H 0.8059 4.8388 0.9141 0.040 0.034 -0.060
H -0.0212 5.8625 4.4814 -0.020 0.026 0.002
H -0.6085 5.9575 2.8144 0.011 0.043 0.019
H 0.8380 6.8562 3.2948 0.009 0.007 0.028
H -3.2067 3.8916 -3.2528 -0.129 0.057 0.033
H -4.4870 1.9394 -3.9107 0.029 0.005 0.005
H -5.2034 1.1371 -2.4934 -0.036 0.003 -0.027
H -3.8294 0.4043 -3.2817 -0.028 -0.013 0.010
H -1.5390 5.4642 0.8290 -0.013 0.015 0.004
H -3.2592 5.7102 0.4935 0.006 -0.004 0.043
H -2.1208 7.0522 0.2838 -0.003 0.013 -0.002
H 0.1327 5.7137 -1.0492 -0.056 0.070 -0.037
H -0.6296 7.1400 -1.7734 0.012 0.019 0.023
H -0.4051 5.6732 -2.7377 0.031 0.049 0.033
H -4.0820 5.8246 -1.9366 -0.026 0.023 -0.029
H -2.8823 6.1053 -3.2160 -0.042 -0.009 -0.021
H -3.1030 7.2950 -1.9379 0.000 0.011 -0.013
H 1.9614 1.7540 -4.2148 -0.001 -0.035 -0.004
H 3.5714 1.2644 -3.6679 0.014 -0.003 -0.041
H 3.3425 2.8391 -4.4358 0.002 -0.017 -0.031
H 0.6340 3.4801 -2.9340 -0.053 0.037 0.003
H 1.9460 4.6277 -3.2879 0.021 0.001 -0.006
H 1.3983 4.3631 -1.6183 0.030 -0.044 -0.086
H 4.7183 2.6363 -1.8243 0.019 0.011 0.011
H 3.7691 3.7686 -0.8530 -0.003 0.030 0.023
H 4.2381 4.1955 -2.5033 0.027 -0.013 -0.014
C 1.7102 -1.6535 -2.5584 -0.313 -0.238 0.005
C 0.6020 -2.6916 -2.7412 0.212 0.137 -0.279
C -0.5579 -2.0859 -3.5256 0.061 -0.057 0.185
C 1.1365 -3.9282 -3.4591 -0.119 -0.002 0.187
O 0.1143 -3.0150 -1.4350 -0.173 0.216 -0.330
Si 0.4157 -4.2614 -0.4292 -0.149 0.181 0.590
S -0.4883 -3.6555 1.3839 -0.084 0.007 -0.177
O 2.0503 -4.3367 -0.3292 0.247 -0.060 0.045
C 2.9539 -5.1556 0.4236 0.234 -0.129 0.052
C 2.8238 -6.6239 0.0173 -0.088 0.206 -0.039
C 2.7097 -4.9999 1.9244 -0.093 0.077 -0.160
C 4.3548 -4.6552 0.0755 -0.151 0.029 0.040
O -0.0512 -5.7178 -0.9776 0.116 0.005 -0.043
C -1.1969 -6.5706 -0.9087 -0.316 -0.240 0.005
C -2.4697 -5.7982 -1.2278 0.236 0.030 0.088
C -0.9567 -7.6618 -1.9477 0.057 0.116 0.079
C -1.3005 -7.1726 0.4934 0.129 0.126 -0.107
H 2.0188 -1.2457 -3.5228 0.064 0.014 -0.025
H 2.5678 -2.1102 -2.0598 0.010 0.028 -0.015
H 1.3406 -0.8370 -1.9332 -0.115 -0.222 -0.271
H -0.2343 -1.8332 -4.5371 -0.017 0.013 0.006
H -0.9133 -1.1807 -3.0293 -0.032 0.031 0.010
H -1.3879 -2.7887 -3.5741 -0.055 -0.018 -0.011
H 1.4809 -3.6607 -4.4585 0.025 -0.002 -0.012
H 0.3499 -4.6793 -3.5430 0.008 -0.014 -0.053
H 1.9643 -4.3602 -2.8946 0.021 -0.017 -0.068
H 1.7893 -6.9447 0.1097 -0.028 -0.079 0.031
H 3.4483 -7.2479 0.6583 0.046 0.009 -0.029
H 3.1307 -6.7545 -1.0216 -0.023 -0.044 -0.010
H 1.7634 -5.4581 2.2130 -0.018 -0.011 0.042
H 2.6621 -3.9444 2.1951 0.007 0.016 0.021
H 3.5189 -5.4748 2.4817 -0.023 -0.031 0.003
H 4.5340 -4.7620 -0.9952 0.016 -0.003 -0.011
H 5.0993 -5.2344 0.6230 0.054 0.008 -0.042
H 4.4572 -3.6025 0.3419 0.062 -0.142 0.022
H -2.3955 -5.3046 -2.1971 -0.012 0.021 0.010
H -2.6393 -5.0355 -0.4692 -0.051 0.000 -0.048
H -3.3261 -6.4739 -1.2398 -0.010 0.000 -0.020
H -0.9091 -7.2205 -2.9442 -0.015 -0.024 -0.019
H -1.7624 -8.3965 -1.9226 -0.005 -0.004 -0.013
H -0.0096 -8.1651 -1.7474 -0.006 -0.027 -0.001
H -1.2929 -6.3692 1.2297 -0.044 -0.024 0.057
H -0.4648 -7.8463 0.6939 0.006 -0.001 0.002
H -2.2348 -7.7263 0.5941 0.026 -0.056 0.000
N -3.6170 -2.8394 -1.5426 0.040 0.045 0.022
C -2.9115 -2.3659 -0.7596 0.119 -0.161 -0.172
C -4.7878 -1.9957 2.1534 -0.016 0.081 -0.132
O -3.7963 -1.9599 3.1707 -0.098 -0.200 0.084
C -2.6213 -1.3514 2.9053 0.284 0.522 -0.284
C -1.6694 -1.6661 4.0357 -0.015 -0.182 -0.173
H -5.5830 -2.6327 2.5308 -0.015 0.009 -0.019
H -4.3895 -2.4074 1.2240 -0.022 -0.030 0.074
H -5.1774 -0.9920 1.9592 -0.015 -0.027 0.053
H -2.2021 -1.6934 4.9881 -0.043 0.052 -0.015
H -0.8530 -0.9509 4.0838 0.042 -0.005 -0.011
H -1.2456 -2.6540 3.8385 0.023 0.000 0.093

=====

49
Properties=species:S:1:pos:R:3:forces:R:3 method="wB97M-V/def2-TZVPD" smiles="C[C@@H](CCc1ccccc1)NC(=O)CN(C)Cc1ccccc1F" largest_force_ev_per_a=0.458 relative_energy_kcal_mol=2.2 orbital_gap_ha=0.3570 homo_energy_ev=-9.09
C 1.0778 -2.4434 1.7601 0.026 -0.058 -0.302
C 0.7690 -2.5345 0.2673 -0.065 -0.361 -0.035
C -0.7222 -2.7658 -0.0227 0.289 0.191 0.077
C -1.6371 -1.6215 0.4317 0.053 -0.347 -0.101
C -3.0624 -1.9413 0.0804 0.012 0.160 0.071
C -3.5758 -1.6040 -1.1653 0.014 0.000 0.028
C -4.8757 -1.9325 -1.5059 -0.049 0.001 -0.089
C -5.6805 -2.6064 -0.6034 -0.107 -0.031 -0.025
C -5.1778 -2.9495 0.6399 -0.073 -0.064 0.038
C -3.8773 -2.6197 0.9773 0.024 0.022 -0.011
N 1.2444 -1.3475 -0.4076 -0.308 0.025 0.339
C 2.1216 -1.3552 -1.4260 -0.016 0.398 -0.039
O 2.5805 -2.3573 -1.9318 0.204 -0.260 -0.264
C 2.4533 0.0529 -1.9268 0.073 -0.057 -0.048
N 2.3089 1.0374 -0.8692 -0.003 0.092 -0.243
C 3.4176 0.9585 0.0654 0.024 0.020 0.101
C 2.1484 2.3954 -1.3734 -0.032 -0.012 -0.080
C 1.6722 3.3052 -0.2730 0.209 0.256 -0.068
C 0.5561 2.9728 0.4859 0.053 0.151 0.021
C 0.1126 3.7944 1.5054 -0.128 -0.080 0.049
C 0.7785 4.9765 1.7861 0.054 0.007 -0.032
C 1.8897 5.3341 1.0448 0.116 0.013 -0.080
C 2.3186 4.4949 0.0326 -0.202 -0.115 0.051
F 3.4094 4.8587 -0.6799 -0.066 -0.037 0.050
H 0.6874 -3.3149 2.2784 -0.064 -0.080 0.122
H 2.1531 -2.4021 1.9162 0.086 0.018 0.041
H 0.6357 -1.5493 2.1939 -0.054 0.094 0.118
H 1.3305 -3.3686 -0.1698 -0.097 0.140 0.092
H -0.8437 -2.9044 -1.0990 -0.020 -0.061 -0.015
H -1.0343 -3.6899 0.4672 -0.045 -0.065 -0.015
H -1.5499 -1.4836 1.5103 0.008 0.095 0.022
H -1.3371 -0.6978 -0.0668 0.010 0.072 0.050
H -2.9512 -1.0777 -1.8736 0.080 0.067 -0.071
H -5.2621 -1.6618 -2.4778 -0.031 0.023 -0.073
H -6.6957 -2.8627 -0.8678 -0.078 -0.016 -0.019
H -5.8008 -3.4752 1.3488 -0.049 -0.037 0.055
H -3.4897 -2.8892 1.9500 0.052 -0.016 0.110
H 0.9888 -0.4416 -0.0402 0.125 0.032 -0.098
H 3.4599 0.0366 -2.3719 -0.091 -0.065 0.042
H 1.7404 0.2753 -2.7267 0.052 0.005 0.023
H 3.5168 -0.0657 0.4200 0.042 -0.019 0.082
H 4.3698 1.2625 -0.3931 0.008 0.000 -0.028
H 3.2168 1.6090 0.9161 0.074 -0.030 0.057
H 1.3886 2.3765 -2.1616 0.108 -0.009 0.003
H 3.0816 2.7868 -1.8081 -0.124 -0.062 -0.003
H 0.0389 2.0521 0.2632 -0.060 -0.126 -0.022
H -0.7565 3.5151 2.0815 -0.080 -0.025 0.045
H 0.4338 5.6209 2.5800 -0.024 0.063 0.069
H 2.4292 6.2477 1.2384 0.070 0.088 0.006